68
Properties=species:S:1:pos:R:3:forces:R:3:mulliken_charge:R:1 method="wB97M-V/def2-TZVPD" spin_multiplicity=5 charge=+3 largest_force_ha_per_bohr=0.0095 total_energy_ha=-2594.65092 lumo_energy_ev="-6.95 / -7.01"
Cr 3.254964 -0.629082 -0.801976 0.197 -0.434 -0.113 0.088
N 6.736501 1.814253 2.352740 0.041 -0.010 0.011 -0.143
C 5.511158 1.575096 1.456280 0.118 0.029 0.068 -0.213
C 5.944010 1.475006 -0.006100 -0.025 -0.018 0.067 -1.051
C 6.302518 0.059623 -0.506026 -0.153 0.047 -0.071 0.482
N 5.274699 -0.384762 -1.489637 -0.017 -0.048 -0.016 -0.512
C 6.398891 -0.963298 0.619558 0.028 -0.016 0.033 -1.592
C 5.185101 -1.010661 1.547650 -0.150 0.021 -0.064 0.485
N 4.054426 -1.720700 0.873057 0.007 -0.051 -0.017 -0.640
C 4.701885 0.392827 1.983999 0.038 0.043 -0.008 -0.934
H 7.276013 2.620503 2.024928 -0.040 0.000 0.002 0.400
H 7.373404 1.014983 2.373519 -0.018 0.004 -0.019 0.275
H 6.456613 2.006169 3.318353 -0.014 -0.002 -0.019 0.408
H 4.921871 2.481080 1.585935 -0.012 0.021 -0.022 0.458
H 6.775713 2.156534 -0.197976 -0.002 0.021 0.030 0.337
H 5.102774 1.872697 -0.578020 -0.001 -0.049 -0.013 0.277
H 7.265523 0.101294 -1.013359 0.054 -0.014 -0.007 0.363
H 5.604187 -1.237551 -1.941029 0.029 0.023 -0.014 0.347
H 5.197970 0.303283 -2.238856 -0.027 0.019 0.023 0.338
H 7.296413 -0.757564 1.211828 -0.013 0.001 -0.004 0.194
H 6.586082 -1.957648 0.204610 -0.011 -0.002 0.004 0.645
H 5.460588 -1.583176 2.433165 0.034 -0.018 0.023 0.419
H 3.289105 -1.846332 1.534890 -0.006 0.027 -0.006 0.335
H 4.351147 -2.667183 0.638548 0.013 0.007 0.018 0.301
H 4.626557 0.442431 3.073415 0.015 0.034 -0.017 0.426
H 3.685373 0.579192 1.626397 0.004 -0.062 -0.043 0.215
F -2.995881 -3.538815 -0.142610 -0.002 -0.023 0.051 -0.328
C -2.666031 -2.240610 -0.228243 -0.210 0.015 -0.106 0.595
C -1.354375 -1.895505 -0.219741 0.124 0.001 0.014 -0.862
C -0.979328 -0.553698 -0.408339 -0.109 -0.041 -0.015 0.755
C 0.397706 -0.173391 -0.509759 0.271 -0.302 0.038 2.569
O 1.344087 -1.027419 -0.318260 -0.060 0.225 0.000 -0.754
C 0.675377 1.172683 -0.815832 -0.112 0.078 0.081 -0.176
C -0.337104 2.083742 -0.877345 -0.099 0.084 -0.072 -0.488
N -1.630989 1.745031 -0.752845 -0.050 -0.070 0.058 0.177
C -2.652825 2.782653 -0.872751 0.150 -0.123 0.009 -0.324
C -3.489893 3.103030 0.328482 -0.041 -0.013 0.037 -0.419
C -2.444506 4.068640 -0.135783 -0.016 0.068 -0.063 -0.967
C -1.983925 0.412355 -0.573951 -0.079 0.191 -0.088 -0.082
C -3.334035 0.029618 -0.558994 0.024 0.041 0.100 -0.896
C -3.704577 -1.290445 -0.395786 -0.001 -0.102 0.017 -0.874
N -5.065565 -1.642663 -0.416264 -0.083 0.183 0.051 0.246
C -5.567595 -2.864533 0.196996 0.095 0.012 -0.096 -0.641
C -7.000907 -2.661576 0.650899 -0.157 0.093 -0.102 -0.967
N -7.850286 -2.241579 -0.526226 0.109 -0.017 -0.033 -0.157
C -7.303815 -0.988443 -1.166300 -0.130 -0.141 0.147 -0.692
C -5.863908 -1.236733 -1.564229 0.056 -0.122 -0.081 -0.613
C 2.135470 1.464802 -0.993167 0.032 0.125 -0.184 0.023
O 2.776360 2.064215 -0.130522 -0.030 0.130 -0.017 -0.635
O 2.660223 0.835811 -2.002245 0.019 0.103 0.346 -0.764
H -0.600856 -2.664719 -0.120945 0.013 0.032 -0.012 0.511
H -0.150200 3.136240 -1.042242 0.027 -0.021 -0.017 0.686
H -3.103653 2.821735 -1.855621 -0.004 -0.022 -0.019 0.413
H -3.282245 2.546815 1.232969 0.005 0.020 0.005 0.248
H -4.530936 3.346278 0.165621 0.020 0.001 0.006 0.330
H -1.557260 4.175340 0.473058 -0.022 -0.018 0.018 0.369
H -2.760205 4.970576 -0.639938 0.017 0.001 0.026 0.265
H -4.095693 0.789811 -0.641482 -0.027 -0.030 -0.023 0.832
H -4.986965 -3.119826 1.077603 0.062 0.008 0.031 0.487
H -5.511824 -3.720350 -0.488935 -0.009 -0.018 0.007 0.439
H -7.081185 -1.859286 1.381728 0.016 -0.013 0.035 0.368
H -7.428725 -3.575391 1.057027 0.025 -0.021 0.013 0.434
H -8.820998 -2.104433 -0.237776 0.022 0.034 0.037 0.356
H -7.861957 -2.995450 -1.219203 -0.008 -0.001 0.006 0.398
H -7.385768 -0.205685 -0.414374 0.008 0.034 -0.025 0.374
H -7.931391 -0.748624 -2.021817 0.019 0.005 -0.024 0.398
H -5.477097 -0.326182 -2.012159 0.062 0.028 0.037 0.431
H -5.830176 -2.011031 -2.346620 -0.016 0.008 -0.023 0.228


34
Properties=species:S:1:pos:R:3:forces:R:3:mulliken_charge:R:1 method="wB97M-V/def2-TZVPD" charge=-1 largest_force_ha_per_bohr=0.0132 total_energy_ha=-11317.63318 lumo_energy_ev=1.88 de_lowest_ev=0.233
Mo 0.673809 -0.265888 -0.721871 0.057 0.375 0.560 0.312
F 5.241916 -3.667690 2.241115 0.044 -0.012 0.048 -0.316
C 4.296494 -3.417199 1.308147 -0.027 0.128 0.055 0.627
F 4.924443 -3.405107 0.124201 0.038 0.012 -0.098 -0.220
F 3.471864 -4.473269 1.308780 -0.085 -0.084 -0.004 -0.218
C 3.580761 -2.127569 1.593489 0.027 -0.065 0.016 -0.050
C 3.918818 -1.364172 2.694270 0.005 -0.025 -0.029 -0.101
C 3.255454 -0.170804 2.943481 -0.008 0.034 0.028 -1.067
C 2.262282 0.221495 2.070266 -0.094 0.113 0.061 0.034
N 1.932164 -0.511946 1.009411 0.109 0.105 0.052 -0.172
C 2.566155 -1.670742 0.739210 -0.050 -0.257 -0.093 0.734
S 1.925191 -2.382987 -0.695673 0.025 -0.214 -0.083 -0.408
H 4.705711 -1.701854 3.354413 0.000 0.000 0.005 0.489
H 3.502921 0.445415 3.794837 -0.001 -0.001 -0.006 0.401
H 1.712721 1.144315 2.205881 -0.001 -0.011 -0.030 0.140
Se 0.703086 3.546361 0.986662 0.180 0.273 -0.052 -0.362
Sb -1.062528 3.750936 -0.979781 -0.079 0.062 0.151 0.335
Se 1.748056 1.242878 -1.926192 0.133 0.241 -0.152 -0.536
Se -0.662156 1.677906 0.642873 -0.157 -0.370 -0.218 0.142
Se -2.903300 4.987262 -0.106873 0.077 -0.069 -0.076 -0.624
O -1.291215 -1.150029 0.201113 0.107 0.020 -0.068 -0.650
C -1.499967 -0.826326 -1.012411 -0.268 -0.155 0.002 0.984
O -0.703495 -1.273613 -1.927609 -0.067 -0.099 -0.166 -0.720
C -2.650465 0.035176 -1.409811 0.061 -0.059 0.065 0.129
C -3.607838 0.378071 -0.465764 -0.122 0.089 0.090 -0.071
C -4.643338 1.236293 -0.808042 0.035 -0.020 0.016 -0.486
C -4.721301 1.750013 -2.093442 0.052 -0.005 -0.020 -0.335
C -3.767152 1.398362 -3.042527 -0.009 -0.001 0.025 -0.553
C -2.732588 0.540794 -2.702600 0.005 0.007 -0.042 -0.364
H -3.516032 -0.007371 0.540989 0.025 -0.015 -0.011 0.396
H -5.368299 1.532098 -0.061253 -0.001 -0.006 -0.007 0.363
H -5.508983 2.448365 -2.344682 0.007 -0.003 -0.028 0.356
H -3.817267 1.809073 -4.043112 -0.015 0.009 0.007 0.380
H -1.965913 0.271739 -3.417503 -0.003 0.001 0.004 0.433